Record 1
The following is a quantum chemistry calculation of C29H55InN3O5P2SSeSi3 as an isolated structure in a non-equilibrium geometry, from the OMol25 dataset.

```
100
Properties=species:S:1:pos:R:3
In -0.8225 1.3988 1.0155
C 3.7793 0.7010 0.5735
P 2.4170 0.7951 -0.6573
C 2.9915 -0.5854 -1.7347
N 4.2503 -0.9181 -1.8393
C 4.5950 -1.8365 -2.7694
C 5.9134 -2.3221 -2.8414
C 6.2680 -3.1727 -3.8534
C 5.3367 -3.5542 -4.8322
C 4.0471 -3.0954 -4.7940
C 3.6421 -2.2620 -3.7353
N 2.3301 -1.9999 -3.5319
C 2.0022 -1.2901 -2.4859
P 0.2991 -1.3997 -1.7713
C -0.6781 -1.1594 -3.3286
C 0.3091 -3.3205 -1.6309
C 0.3256 -4.0730 -2.9581
C 1.5337 -3.7087 -0.7963
C -0.9497 -3.7145 -0.8589
C 3.0321 2.2072 -1.8048
C 4.4356 2.0282 -2.3812
C 2.0215 2.3049 -2.9499
C 2.9933 3.4866 -0.9721
H 4.7640 0.7356 0.1119
H 3.6584 -0.2432 1.1043
H 3.6221 1.5131 1.2822
H 6.6130 -2.0038 -2.0818
H 7.2773 -3.5558 -3.9179
H 5.6513 -4.2381 -5.6074
H 3.3138 -3.3893 -5.5314
H -0.1300 -1.5156 -4.1980
H -0.8778 -0.0926 -3.4236
H -1.6337 -1.6769 -3.2497
H 1.1662 -3.7621 -3.5706
H -0.5903 -3.9119 -3.5193
H 0.4199 -5.1397 -2.7552
H 2.4534 -3.5771 -1.3633
H 1.4722 -4.7584 -0.5057
H 1.5986 -3.1022 0.1081
H -1.8405 -3.3536 -1.3656
H -0.9296 -3.2959 0.1417
H -1.0152 -4.7994 -0.7775
H 4.5082 1.1428 -3.0079
H 5.1792 1.9500 -1.5935
H 4.6865 2.8958 -2.9931
H 2.0325 1.4016 -3.5634
H 2.2573 3.1559 -3.5921
H 1.0145 2.4391 -2.5552
H 3.7411 3.4643 -0.1822
H 2.0240 3.6025 -0.4907
H 3.1856 4.3532 -1.6076
O 0.2893 2.5996 3.3667
S 1.1550 2.3930 2.2165
O 2.5065 2.8390 2.4140
O 0.5080 3.0733 1.0325
O 1.0969 0.9134 1.8815
C -2.5037 4.7027 1.7624
O -2.5433 3.3068 1.8274
Si -3.0370 2.3735 3.0997
C -4.9546 2.5365 3.2868
C -2.3886 3.0392 4.7722
C -2.5529 0.6979 2.3127
Si -3.8504 0.1446 1.0210
C -5.3458 -0.6717 1.9266
C -3.1694 -1.1852 -0.1535
C -4.5823 1.5216 -0.0867
Si -1.7273 -0.6247 3.4325
C -0.5094 -1.7475 2.4678
C -3.0512 -1.8478 4.1281
C -0.7761 0.0744 4.9276
H -2.2339 5.1313 2.7291
H -3.4824 5.0854 1.4477
H -1.7463 4.9719 1.0261
H -5.2436 3.5664 3.4785
H -5.3034 1.9444 4.1250
H -5.4872 2.2063 2.4052
H -2.8452 3.9944 5.0282
H -1.3157 3.1772 4.6955
H -2.5886 2.3554 5.5891
H -5.2414 -1.7491 1.9534
H -6.2769 -0.4530 1.4138
H -5.4359 -0.3243 2.9477
H -3.8470 -1.3441 -0.9857
H -2.2114 -0.8703 -0.5563
H -3.0369 -2.1325 0.3523
H -4.3175 2.5063 0.2750
H -5.6655 1.4688 -0.1505
H -4.1920 1.4429 -1.0950
H -0.7295 -2.8068 2.5603
H 0.4943 -1.5728 2.8358
H -0.4927 -1.4733 1.4168
H -3.4881 -2.4559 3.3459
H -3.8581 -1.3377 4.6381
H -2.5882 -2.5226 4.8407
H -0.2883 0.9893 4.6076
H 0.0017 -0.6144 5.2414
H -1.4009 0.2861 5.7878
Se -2.4268 3.5235 -2.9954
C -1.7302 2.4610 -1.8413
N -1.2803 1.6598 -1.1104
```

Frontier orbital gap = 7.18 eV
Total charge = -1
Highest occupied orbital energy = -0.205 Eh

Record 2
The following is a quantum chemistry calculation of a 2-piece molecular cluster, C3H11N2O overall in a non-equilibrium geometry, from the OMol25 dataset.

```
17
Properties=species:S:1:pos:R:3
C -1.1300 -2.9979 0.2546
C -0.1028 -1.9984 0.6924
N 0.0880 1.3224 -0.9204
C 0.3933 0.2559 -0.0829
N 0.2319 -1.0269 -0.4191
H -0.9255 -3.7827 -0.4873
H -1.9580 -2.4945 -0.1256
H -1.6511 -3.5273 1.2056
H 0.8435 -2.5140 0.7601
H -0.5566 -1.4802 1.5165
H 0.3425 1.3095 -1.9021
H 0.1451 2.3171 -0.4632
H 0.1757 0.5124 1.0268
H 0.3026 -1.2054 -1.4044
H 1.4956 3.7958 0.5558
H 0.2382 4.6041 0.4977
O 0.5433 3.6049 0.3764
```

Frontier orbital gap = 10.76 eV
Total charge = +1
Energy relative to the best compared isomer or geometry (same formula, charge and spin) = 46.6 kcal/mol
Highest occupied orbital energy = -0.535 Eh

Record 3
The following is a quantum chemistry calculation of C3H2FO2Rb as an isolated structure in a non-equilibrium geometry, from the OMol25 dataset.

```
9
Properties=species:S:1:pos:R:3
O -0.1671 0.4992 2.6549
H -0.1586 -1.0021 -1.2887
O 0.7712 0.8162 -0.7478
C -0.2820 0.0497 -0.7896
C -0.8498 -0.4877 0.4682
C -0.6060 0.1110 1.6605
F -1.5270 -1.6457 0.5059
Rb 3.9216 1.2164 -1.0101
H -1.1024 0.4430 -1.4534
```

Spin multiplicity = 2
Frontier orbital gap (alpha / beta) = 8.48 / 6.00 eV
Total charge = +1
Energy relative to the best compared isomer or geometry (same formula, charge and spin) = 16.9 kcal/mol
Highest occupied orbital energy (alpha / beta) = -0.458 / -0.444 Eh

Record 4
The following is a quantum chemistry calculation of C16H31CeNOP2 as an isolated structure in a non-equilibrium geometry, from the OMol25 dataset.

```
52
Properties=species:S:1:pos:R:3
P -1.1594 -1.0282 -2.0893
P -1.2151 -2.2191 0.8324
C -1.7479 -2.7853 -1.8871
C -2.2806 -3.0440 -0.4729
H -0.8880 -3.4390 -2.1253
H -2.5425 -2.9482 -2.6360
H -3.3069 -2.6513 -0.3425
H -2.2854 -4.1265 -0.2553
C 0.0582 -3.5555 0.9381
H 0.6749 -3.3830 1.8301
H 0.6984 -3.5519 0.0459
H -0.4543 -4.5240 1.0236
C -2.2341 -2.6909 2.2840
H -2.3826 -3.7822 2.2943
H -3.2055 -2.1806 2.2208
H -1.7084 -2.3748 3.1933
C -0.5365 -1.1285 -3.8023
H -0.2316 -0.1221 -4.1165
H -1.3320 -1.5087 -4.4622
H 0.3313 -1.8032 -3.8258
C -2.8010 -0.2558 -2.3720
H -3.3873 -0.2457 -1.4439
H -3.3317 -0.8317 -3.1415
H -2.6489 0.7745 -2.7194
Ce 1.8614 3.1428 1.3866
C 0.4092 0.7977 2.3627
C 1.5083 0.1291 1.9262
C 1.6595 -0.5482 0.5982
C 2.2214 0.2447 -0.6222
C 1.6671 1.6154 -0.8763
C 0.3991 2.0568 -0.6127
C -0.6958 1.2427 0.0213
C -0.8168 1.1830 1.5647
C 2.2193 4.9307 0.0038
H 0.3677 1.1226 3.4167
H 2.3385 -0.0117 2.6338
H 0.6819 -0.9657 0.2877
H 2.3083 -1.4343 0.7302
H 3.3121 0.3329 -0.5114
H 2.0753 -0.4087 -1.5019
H 2.3654 2.3057 -1.3879
H 0.1242 3.0872 -0.9103
H -0.6110 0.1908 -0.3251
H -1.6656 1.5950 -0.3695
H -1.1927 2.1570 1.9287
H -1.6345 0.4684 1.7742
H 1.7977 5.7659 0.5983
H 1.7916 4.8919 -1.0018
H 3.3231 5.0021 -0.0169
O 4.6181 5.7427 3.8246
C 4.0464 4.8383 3.3216
N 3.4375 3.9308 2.7862
```

Frontier orbital gap (alpha / beta) = 3.44 / 3.44 eV
Total charge = +2
Highest occupied orbital energy (alpha / beta) = -0.484 / -0.484 Eh

Record 5
The following is a quantum chemistry calculation of a 28-piece molecular cluster, H56O28 overall in a non-equilibrium geometry, from the OMol25 dataset.

```
84
Properties=species:S:1:pos:R:3
O 5.9327 8.5400 8.4463
H 6.2573 8.1454 7.6177
H 6.3800 8.0131 9.1103
O 8.5829 12.2932 4.8851
H 7.6574 12.5107 5.1333
H 9.1418 13.0332 4.5765
O 9.7213 6.5514 11.2196
H 10.4319 5.9105 11.0849
H 10.1398 7.3283 11.6684
O 11.0020 14.3884 5.5733
H 11.7545 13.8650 5.2901
H 10.7424 14.1598 6.5145
O 15.1764 7.8058 6.7570
H 15.3610 7.9522 5.8226
H 14.8299 8.6328 7.0589
O 9.3855 11.9169 9.1480
H 8.5375 12.2850 8.8993
H 9.2192 11.2786 9.8558
O 6.6363 11.3221 6.1995
H 6.8154 10.4766 5.7624
H 6.2422 11.3151 7.1007
O 12.3879 9.3234 6.2931
H 11.4712 9.7586 6.2791
H 12.2359 8.4166 5.9502
O 8.9657 7.8011 8.9904
H 8.7885 7.3639 8.1794
H 9.2917 7.1474 9.6398
O 6.8313 15.1755 10.9426
H 6.5487 14.7401 11.7799
H 7.8038 15.0972 11.0555
O 11.0313 9.0033 12.5326
H 10.2750 9.5662 12.2833
H 11.6309 8.8873 11.7654
O 8.9543 13.7419 11.8232
H 9.8092 13.3244 11.4495
H 9.2137 14.0640 12.7294
O 13.4459 9.7572 11.1971
H 14.2732 9.2983 11.3854
H 13.4274 9.6534 10.2311
O 9.1524 16.2345 9.1357
H 8.7236 17.0954 9.1680
H 8.4979 15.5711 9.2910
O 10.9918 12.0652 11.8283
H 11.1390 11.4384 11.1563
H 11.3414 11.7236 12.7148
O 13.9040 12.7382 7.6041
H 13.1139 13.2733 7.6455
H 14.6428 13.2899 7.3501
O 8.7823 9.7504 10.9147
H 7.8824 10.0018 11.0758
H 8.7309 9.0965 10.2090
O 12.1261 11.0064 14.0942
H 11.6848 10.2064 13.7632
H 13.0252 10.9601 13.6496
O 5.1209 11.4416 8.4011
H 4.2030 11.6804 8.3869
H 5.1925 10.4375 8.3128
O 5.0217 13.7328 12.7574
H 5.4233 13.1054 12.1296
H 4.2350 13.3922 13.1395
O 11.1992 14.0335 8.4278
H 10.6360 13.3273 8.7000
H 10.7490 14.8286 8.6389
O 7.6828 6.9819 6.5434
H 7.4449 6.1093 6.1528
H 8.0984 7.4535 5.8237
O 12.2938 7.3984 9.1890
H 13.1253 7.6260 8.7522
H 11.6645 7.9183 8.6911
O 7.3858 13.9647 8.6102
H 6.7325 14.3728 9.2214
H 6.9510 13.7148 7.7463
O 10.1363 10.8834 6.5039
H 9.9304 11.0228 7.4342
H 9.6737 11.5733 5.9882
O 14.0309 10.2346 8.4255
H 14.0989 11.1962 8.2500
H 13.2699 9.9688 7.8826
O 6.5898 12.1727 11.1831
H 7.3407 12.7401 11.3901
H 6.3341 12.4144 10.2999
O 9.1792 8.6553 5.2088
H 9.5734 8.7709 4.3291
H 9.3809 9.4401 5.7651
```

Frontier orbital gap = 10.90 eV
Energy relative to the best compared isomer or geometry (same formula, charge and spin) = 11.6 kcal/mol
Highest occupied orbital energy = -0.403 Eh

Record 6
The following is a quantum chemistry calculation of one molecule with the formula CH3F2N3 in a non-equilibrium geometry, from the OMol25 dataset.

```
9
Properties=species:S:1:pos:R:3
N -1.1753 0.1475 0.7634
C 0.0890 0.0798 0.2584
N 1.0395 0.4505 1.0647
F 2.3185 0.4552 0.4225
N 0.2759 -0.4097 -1.0601
F -0.7858 -1.1151 -1.5378
H -1.1451 0.7958 1.4854
H -1.8136 0.1344 -0.0330
H 1.1968 -0.5384 -1.3635
```

Frontier orbital gap = 10.17 eV
Energy relative to the best compared isomer or geometry (same formula, charge and spin) = 31.9 kcal/mol
Highest occupied orbital energy = -0.344 Eh
SMILES = N/C(=N/F)NF

Record 7
The following is a quantum chemistry calculation of a 14-piece molecular cluster, C5H40N3O13 overall in a non-equilibrium geometry, from the OMol25 dataset.

```
61
Properties=species:S:1:pos:R:3
C -2.7631 2.6489 1.2830
C -2.0455 1.6010 0.4838
C -2.8842 0.4105 0.0194
C -2.3652 -0.6221 -0.9298
C -2.7300 -1.9242 -0.7589
N -2.4024 -2.9183 -1.6150
N -1.3396 -0.3174 -1.8645
N -0.9957 0.9186 1.4012
H -3.6987 3.0548 0.9114
H -2.2040 3.5813 1.2916
H -2.8130 2.3122 2.3289
H -1.4628 1.9998 -0.3627
H -3.1936 -0.1525 0.9243
H -3.7545 0.9130 -0.3907
H -3.3698 -2.1648 0.0785
H -2.8724 -3.7989 -1.5787
H -1.6556 -2.8084 -2.2865
H -1.0464 0.6557 -1.8766
H -1.5785 -0.4684 -2.8479
H -0.5421 0.1464 0.9114
H -0.3550 1.5782 1.8437
H -1.5485 0.4330 2.1143
H 1.9679 0.3863 -1.4524
H 0.6529 -0.5609 -1.5149
O 1.5655 -0.4380 -1.7907
H 0.4483 -3.2304 -3.7614
H 0.4513 -2.1021 -2.7593
O 0.2955 -3.0429 -2.8425
H 3.5717 0.2779 1.8481
H 3.3090 -0.1840 3.2550
O 2.8542 -0.0797 2.4043
H 5.0576 -0.1880 -0.6239
H 5.0944 0.9203 -1.7891
O 4.9947 0.7500 -0.8378
H -0.7776 -0.3528 4.1036
H 0.6067 0.0553 3.3409
O -0.1700 0.3337 3.8245
H 2.0397 -1.2045 -3.1696
H 2.1206 -0.7454 -4.6187
O 2.2301 -1.5320 -4.0772
H 0.5461 -2.8952 2.8550
H 0.9951 -2.8108 4.2354
O 0.5928 -2.2346 3.5636
H -2.7343 -1.9954 2.7803
H -1.5429 -2.0376 3.8747
O -2.1317 -1.5065 3.3279
H -0.6698 4.1131 -2.2800
H 0.3825 3.5762 -1.3904
O -0.3734 3.2710 -1.9087
H 0.6492 -3.1929 -0.3756
H 1.1678 -1.8870 0.3981
O 0.5127 -2.6023 0.3892
H 2.0286 2.8395 2.2425
H 1.5331 1.4366 2.4206
O 1.2250 2.3183 2.1442
H 2.1412 1.4481 0.6500
H 3.3863 1.6459 -0.3130
O 2.4149 1.6766 -0.2669
H 0.5497 2.3436 -3.7302
H 0.1738 0.9296 -3.2396
O 0.4610 1.4229 -3.9959
```

Frontier orbital gap = 7.07 eV
Total charge = +1
Energy relative to the best compared isomer or geometry (same formula, charge and spin) = 23.6 kcal/mol
Highest occupied orbital energy = -0.363 Eh

Record 8
The following is a quantum chemistry calculation of an isolated ion of composition C7H9N2 and charge +1 in a non-equilibrium geometry, from the OMol25 dataset.

```
18
Properties=species:S:1:pos:R:3
C 1.7635 -1.0093 -0.0607
C 0.6213 -1.6757 0.3622
C -0.6032 -0.9417 0.1959
N -1.8928 -1.0815 0.0663
C -2.5533 0.1603 -0.2004
C -1.6940 1.2613 -0.0674
N -0.4528 0.8681 0.1664
C 0.8710 1.2936 0.3693
C 1.8516 0.4404 -0.4591
H 2.6360 -1.5383 -0.2273
H 0.5011 -2.7645 0.6794
H -2.2154 -1.9792 0.0117
H -3.6750 0.1811 -0.1271
H -1.9659 2.1964 -0.4309
H 1.2816 0.9709 1.3926
H 0.8364 2.2784 0.2252
H 2.9193 0.8630 -0.2750
H 1.7708 0.4767 -1.6211
```

Frontier orbital gap (alpha / beta) = 7.92 / 7.92 eV
Total charge = +1
Energy relative to the best compared isomer or geometry (same formula, charge and spin) = 76.5 kcal/mol
Highest occupied orbital energy (alpha / beta) = -0.458 / -0.458 Eh
SMILES = C1=Cc2[nH]cc[n+]2CC1